# 1
This record from the Open Molecules 2025 dataset describes a 13-piece molecular cluster, C39H75F7O45P6 overall at a distorted geometry. The level of theory is wB97M-V/def2-TZVPD.

Its HOMO energy is -0.3691 Ha. For the largest force on an atom, the calculation gives 0.09109 hartree/bohr. Its frontier orbital gap is 10.27 eV. The molar mass is 1582.8 g mol⁻¹.

Geometry as ORCA input:
```
! wB97M-V def2-TZVPD RIJCOSX def2/J DEFGRID3
* xyz 0 1
C 2.61 -1.03 -5.10
C 3.92 -0.25 -4.82
O 3.92 -0.18 -3.38
C 3.19 -1.19 -2.90
O 3.17 -1.51 -1.70
O 2.50 -1.79 -3.88
F 3.68 0.91 -5.33
H 2.71 -1.68 -5.97
H 1.74 -0.39 -5.01
H 4.82 -0.65 -5.28
C -3.52 1.15 -2.22
C -3.75 1.30 -3.67
O -2.82 0.41 -4.24
C -1.91 0.09 -3.31
O -0.88 -0.46 -3.52
O -2.24 0.55 -2.15
F -3.42 2.57 -4.07
H -4.28 0.45 -1.87
H -3.54 2.13 -1.75
H -4.81 1.13 -3.83
C -0.53 -3.95 -3.00
C -0.96 -4.93 -4.08
O -1.87 -5.74 -3.43
C -1.64 -5.67 -2.09
O -2.19 -6.44 -1.34
O -0.80 -4.71 -1.82
F 0.04 -5.65 -4.46
H -1.18 -3.08 -3.00
H 0.54 -3.75 -3.02
H -1.41 -4.43 -4.93
C -0.31 -1.03 4.77
C 0.92 -0.05 4.58
O 1.92 -0.83 5.24
C 1.37 -1.72 6.14
O 1.95 -2.37 6.99
O 0.06 -1.89 5.90
F 0.71 1.16 5.12
H -0.46 -1.45 3.77
H -1.23 -0.51 5.01
H 1.16 0.12 3.53
C -1.49 -4.33 2.18
C -1.41 -4.54 3.71
O -2.49 -3.74 4.07
C -2.70 -2.76 3.13
O -3.48 -1.80 3.20
O -1.88 -3.02 2.09
F -0.23 -4.18 4.28
H -2.10 -5.10 1.72
H -0.48 -4.39 1.78
H -1.61 -5.57 3.99
C -0.09 -1.77 -0.39
C -0.07 -0.43 0.38
O 1.14 -0.50 1.11
C 1.49 -1.77 1.19
O 2.36 -2.22 1.98
O 0.68 -2.56 0.42
F -1.06 -0.40 1.25
H 0.55 -1.60 -1.26
H -1.03 -2.29 -0.59
H -0.05 0.43 -0.29
C 4.81 -0.30 0.89
C 5.68 -1.61 0.69
O 6.78 -1.32 1.40
C 6.96 0.01 1.46
O 8.01 0.52 1.80
O 5.85 0.60 1.13
F 5.99 -1.64 -0.62
H 4.05 -0.36 1.67
H 4.30 0.11 0.02
H 5.22 -2.57 0.88
C -3.62 -2.65 -0.27
O -3.16 -2.81 -1.62
P -4.28 -2.97 -2.79
O -3.68 -3.39 -4.09
O -5.37 -4.01 -2.21
C -5.24 -5.39 -2.18
O -5.10 -1.56 -2.87
C -6.26 -1.47 -3.71
H -4.70 -2.49 -0.23
H -3.16 -1.84 0.30
H -3.45 -3.55 0.33
H -4.31 -5.67 -2.67
H -6.00 -5.92 -2.75
H -5.19 -5.74 -1.15
H -6.96 -2.24 -3.40
H -5.99 -1.58 -4.76
H -6.85 -0.58 -3.53
C 0.77 5.36 -0.85
O -0.02 5.88 0.22
P -1.60 5.72 0.17
O -2.21 6.02 -1.14
O -1.89 4.23 0.81
C -1.66 3.04 0.10
O -2.04 6.77 1.38
C -3.37 6.87 1.85
H 1.11 6.14 -1.54
H 0.16 4.72 -1.49
H 1.63 4.77 -0.54
H -1.44 3.16 -0.96
H -2.56 2.50 0.37
H -0.80 2.43 0.39
H -4.20 6.26 1.51
H -3.69 7.90 1.71
H -3.36 6.60 2.91
C 8.24 -5.78 5.05
O 7.18 -4.84 4.97
P 7.09 -3.83 3.70
O 7.17 -4.49 2.37
O 5.70 -3.06 3.94
C 4.49 -3.71 3.81
O 8.22 -2.67 3.91
C 8.31 -1.77 5.07
H 7.80 -6.77 4.90
H 8.74 -5.95 6.00
H 9.03 -5.75 4.30
H 4.55 -4.80 3.79
H 4.00 -3.47 2.86
H 3.94 -3.42 4.71
H 7.55 -1.95 5.84
H 8.06 -0.76 4.75
H 9.33 -1.68 5.44
C 0.24 3.87 3.15
O 1.39 3.05 3.29
P 2.45 2.74 2.07
O 1.81 2.41 0.79
O 3.45 1.63 2.68
C 3.92 1.76 4.00
O 3.41 4.04 2.02
C 4.63 3.97 1.41
H 0.30 4.65 3.91
H -0.71 3.35 3.23
H 0.36 4.43 2.22
H 4.96 2.08 3.94
H 3.83 0.79 4.49
H 3.34 2.51 4.54
H 5.43 3.67 2.08
H 4.89 4.84 0.81
H 4.62 3.12 0.73
C -4.74 1.08 1.58
O -5.50 0.88 0.40
P -6.30 2.20 -0.12
O -7.03 2.04 -1.39
O -5.14 3.37 -0.18
C -5.25 4.38 -1.15
O -7.28 2.67 1.10
C -8.58 2.09 1.09
H -4.54 2.13 1.79
H -3.78 0.58 1.57
H -5.29 0.66 2.42
H -5.48 5.39 -0.80
H -5.94 4.08 -1.94
H -4.28 4.51 -1.61
H -8.93 1.90 0.07
H -9.25 2.86 1.45
H -8.70 1.22 1.73
C -1.08 4.52 -4.91
O -0.48 3.31 -4.45
P 0.93 2.66 -4.99
O 1.98 3.64 -5.51
O 1.37 1.78 -3.71
C 1.74 2.39 -2.52
O 0.39 1.48 -6.01
C -0.17 1.83 -7.21
H -1.15 5.23 -4.09
H -2.12 4.34 -5.17
H -0.50 5.10 -5.64
H 2.68 2.00 -2.12
H 1.07 2.17 -1.69
H 1.98 3.45 -2.59
H -1.24 1.63 -7.26
H 0.43 1.32 -7.97
H 0.02 2.88 -7.43
*
```

***

# 2
This record from the Open Molecules 2025 dataset describes a 18-piece molecular cluster, C39H75N11O36 overall at a distorted geometry. The level of theory is wB97M-V/def2-TZVPD.

Its HOMO energy is -0.3513 Ha. For the largest force on an atom, the calculation gives 0.09070 hartree/bohr. Its frontier orbital gap is 9.31 eV. The molar mass is 1274.1 g mol⁻¹.

Geometry as ORCA input:
```
! wB97M-V def2-TZVPD RIJCOSX def2/J DEFGRID3
* xyz 0 1
O 14.24 -19.20 -0.21
C 13.54 -18.77 -1.10
O 12.74 -19.63 -1.84
C 11.97 -18.92 -2.84
C 12.07 -17.44 -2.48
C 13.36 -17.35 -1.66
H 11.03 -19.46 -2.80
H 12.45 -19.15 -3.80
H 11.15 -17.11 -1.91
H 12.05 -16.74 -3.32
H 13.47 -16.58 -0.89
H 14.20 -17.18 -2.36
O 5.85 -21.27 -4.32
C 7.06 -21.41 -4.27
O 7.87 -20.55 -4.87
C 9.23 -21.06 -4.98
C 9.31 -22.13 -3.84
C 7.85 -22.58 -3.67
H 9.97 -20.26 -4.95
H 9.26 -21.46 -5.97
H 9.72 -21.67 -2.95
H 10.07 -22.89 -4.10
H 7.47 -22.79 -2.70
H 7.60 -23.44 -4.30
O 7.82 -20.64 -11.68
C 7.51 -21.47 -10.83
O 8.17 -22.63 -10.65
C 7.59 -23.34 -9.53
C 6.82 -22.25 -8.74
C 6.49 -21.26 -9.81
H 8.31 -23.84 -8.92
H 6.91 -24.09 -10.02
H 7.52 -21.82 -8.04
H 6.00 -22.67 -8.19
H 6.40 -20.22 -9.48
H 5.50 -21.50 -10.24
O 17.03 -21.22 -4.26
C 17.14 -20.68 -3.20
O 18.30 -20.91 -2.48
C 18.26 -20.18 -1.23
C 17.10 -19.21 -1.34
C 16.21 -19.89 -2.34
H 19.19 -19.60 -1.09
H 18.12 -20.90 -0.41
H 17.38 -18.20 -1.68
H 16.66 -19.16 -0.36
H 15.52 -19.24 -2.87
H 15.54 -20.64 -1.88
O 18.57 -21.89 -9.42
C 18.56 -22.35 -10.53
O 18.68 -21.64 -11.64
C 18.44 -22.50 -12.79
C 18.57 -23.93 -12.32
C 18.26 -23.73 -10.84
H 19.19 -22.20 -13.52
H 17.43 -22.24 -13.17
H 19.62 -24.27 -12.39
H 17.99 -24.66 -12.89
H 18.92 -24.37 -10.24
H 17.24 -23.96 -10.60
O 8.80 -24.41 -6.27
C 9.85 -24.91 -6.51
O 10.30 -26.00 -5.82
C 11.62 -26.45 -6.32
C 12.05 -25.49 -7.44
C 10.81 -24.62 -7.70
H 11.51 -27.47 -6.69
H 12.22 -26.48 -5.40
H 12.15 -26.02 -8.37
H 12.93 -24.91 -7.24
H 10.25 -24.94 -8.58
H 10.86 -23.54 -7.88
O 15.71 -15.94 -10.06
C 16.01 -17.12 -10.21
O 17.14 -17.61 -9.65
C 17.41 -18.95 -10.02
C 16.11 -19.46 -10.67
C 15.39 -18.17 -11.11
H 17.66 -19.53 -9.15
H 18.28 -18.91 -10.66
H 15.46 -20.03 -9.99
H 16.26 -20.11 -11.55
H 14.31 -18.23 -11.00
H 15.53 -17.81 -12.13
C 12.56 -14.28 -10.43
N 11.71 -15.47 -10.28
O 11.29 -15.72 -9.21
O 11.45 -16.11 -11.27
H 12.02 -13.40 -10.08
H 12.97 -14.28 -11.43
H 13.42 -14.51 -9.83
C 10.21 -19.50 -10.34
N 10.33 -20.51 -9.20
O 9.88 -20.11 -8.09
O 10.81 -21.56 -9.34
H 9.78 -19.97 -11.22
H 11.25 -19.24 -10.50
H 9.63 -18.70 -9.90
C 13.94 -15.49 -6.83
N 13.95 -16.95 -7.10
O 13.83 -17.67 -6.12
O 14.15 -17.35 -8.18
H 13.78 -15.27 -5.77
H 13.09 -15.02 -7.40
H 14.87 -15.00 -7.16
C 18.39 -18.53 -6.20
N 18.07 -17.41 -5.18
O 18.50 -16.31 -5.40
O 17.39 -17.67 -4.22
H 18.28 -18.12 -7.18
H 17.88 -19.47 -6.04
H 19.44 -18.69 -6.07
C 17.37 -22.86 -7.01
N 16.73 -23.82 -6.08
O 17.44 -24.53 -5.43
O 15.54 -23.86 -6.03
H 18.42 -23.13 -7.05
H 17.24 -21.81 -6.69
H 16.88 -22.99 -7.97
C 13.26 -22.70 -10.71
N 14.69 -23.15 -10.76
O 15.25 -23.05 -11.84
O 15.28 -23.46 -9.76
H 12.79 -22.80 -11.71
H 13.31 -21.64 -10.41
H 12.80 -23.33 -9.95
C 16.23 -26.50 -8.91
N 15.14 -27.52 -8.94
O 14.42 -27.50 -8.00
O 15.02 -28.29 -9.88
H 16.56 -26.34 -9.93
H 16.96 -27.00 -8.28
H 15.91 -25.63 -8.41
C 7.92 -17.05 -6.52
N 8.70 -17.32 -5.22
O 8.12 -16.99 -4.18
O 9.83 -17.65 -5.29
H 7.54 -16.02 -6.51
H 7.11 -17.77 -6.50
H 8.54 -17.28 -7.38
C 14.18 -24.48 -2.87
N 13.52 -23.31 -3.65
O 13.84 -22.20 -3.33
O 12.74 -23.66 -4.51
H 14.58 -24.07 -1.96
H 14.95 -24.91 -3.45
H 13.41 -25.21 -2.59
C 13.87 -20.97 -6.26
N 14.33 -20.50 -7.59
O 13.53 -20.51 -8.52
O 15.46 -20.07 -7.69
H 13.03 -21.62 -6.46
H 13.56 -20.14 -5.68
H 14.62 -21.52 -5.73
C 13.03 -27.54 -12.26
N 12.64 -26.72 -11.08
O 11.64 -27.00 -10.49
O 13.37 -25.80 -10.78
H 13.10 -28.62 -11.95
H 13.95 -27.20 -12.68
H 12.19 -27.48 -13.00
*
```